This record from the OMol25 dataset describes a 5-piece molecular cluster, C22H44ClO6PS overall. The level of theory is ωB97M-V/def2-TZVPD.

Last column: Löwdin charge in e.
Cartesian coordinates (Å):
C -2.93 6.24 6.55  -0.21
C -3.36 6.01 4.98  -0.44
P -2.17 4.90 3.97  0.92
C -2.18 3.08 4.55  -0.43
C -0.65 2.50 4.88  -0.18
C -0.36 5.51 4.02  -0.28
C 0.40 5.93 5.24  0.02
C 1.99 6.38 4.99  -0.21
O 2.57 7.41 5.59  -0.02
C 2.79 5.44 3.85  -0.48
Cl 4.55 4.87 4.01  0.54
C 2.02 5.02 2.62  -0.46
S 2.72 3.96 1.23  0.70
C 0.43 5.55 2.55  -0.24
O -0.16 6.00 1.44  -0.03
H -3.88 6.72 7.09  0.08
H -2.70 5.25 7.13  0.08
H -2.07 7.05 6.66  0.07
H -4.41 5.44 5.01  0.09
H -3.59 7.02 4.40  0.10
H -2.57 2.43 3.64  0.08
H -2.90 2.87 5.47  0.09
H -0.05 3.19 5.61  0.06
H -0.79 1.46 5.45  0.08
H -0.03 2.26 3.91  0.08
H -0.12 5.92 6.29  0.11
H 3.71 3.08 1.70  -0.11
C 4.16 -0.16 -2.85  -0.07
C 3.55 0.99 -2.07  -0.50
C 4.13 2.32 -2.49  -0.06
O 3.78 0.79 -0.67  -0.08
H 5.25 -0.21 -2.68  0.08
H 3.75 -1.12 -2.52  0.08
H 3.99 -0.05 -3.92  0.06
H 2.46 0.99 -2.21  0.14
H 5.21 2.36 -2.31  0.08
H 3.68 3.14 -1.91  0.07
H 3.95 2.51 -3.56  0.08
H 4.75 0.78 -0.53  0.09
C 0.68 -1.30 -4.71  -0.06
C 1.32 -0.20 -5.55  -0.50
C 0.70 -0.13 -6.93  -0.06
O 2.72 -0.45 -5.67  -0.08
H 0.83 -2.28 -5.18  0.07
H 1.15 -1.35 -3.72  0.08
H -0.39 -1.13 -4.58  0.09
H 1.20 0.76 -5.04  0.14
H 0.84 -1.07 -7.48  0.08
H 1.17 0.66 -7.53  0.08
H -0.38 0.08 -6.87  0.08
H 2.83 -1.30 -6.12  0.10
C -1.76 -4.41 -2.66  -0.07
C -1.53 -4.98 -4.05  -0.50
C -1.37 -6.49 -4.01  -0.06
O -0.36 -4.40 -4.62  -0.07
H -0.90 -4.62 -2.01  0.07
H -1.86 -3.32 -2.71  0.08
H -2.66 -4.82 -2.21  0.07
H -2.37 -4.72 -4.70  0.14
H -0.50 -6.78 -3.40  0.08
H -1.20 -6.89 -5.01  0.08
H -2.26 -6.97 -3.59  0.08
H 0.39 -4.63 -4.05  0.09
C -2.99 -5.24 2.36  -0.07
C -2.76 -5.82 0.97  -0.50
C -2.61 -7.33 1.02  -0.06
O -1.59 -5.24 0.41  -0.07
H -2.14 -5.46 3.02  0.08
H -3.09 -4.15 2.32  0.08
H -3.89 -5.66 2.82  0.08
H -3.61 -5.56 0.33  0.14
H -1.74 -7.62 1.63  0.08
H -2.43 -7.73 0.01  0.08
H -3.50 -7.81 1.44  0.08
H -0.84 -5.47 0.98  0.10

Results
LUMO ... -1.68 eV
Max |F| ... 8.7 eV/Å
SMILES ... CCP(CC)C1=CC(=O)C(Cl)=C(S)C1=O.CC(C)O.CC(C)O.CC(C)O.CC(C)O
Frontier orbital gap ... 0.237 hartree
2S+1 ... 1
Net charge ... 0